Model w:
{
  "formula": "C4H8O2S",
  "method": "ωB97M-V with the def2-TZVPD basis set",
  "elements": ["O", "C", "C", "S", "H", "H", "H", "H", "C", "C", "O", "H", "H", "H", "H"],
  "coordinates": [[-0.86065, 2.84470, -1.19964], [0.26738, 2.17591, -0.87806], [0.76972, 1.21498, -1.59131], [2.29333, 0.66963, -0.84484], [-1.09116, 2.78440, -2.15561], [0.61190, 2.37305, 0.14734], [0.39525, 0.82880, -2.56386], [2.67201, 1.85419, -0.28820], [0.35866, -1.76050, 0.55515], [-0.73483, -1.11755, -0.19369], [-1.59644, -0.46125, 0.35200], [0.43520, -1.30787, 1.55647], [0.09637, -2.80433, 0.68025], [1.42163, -1.83732, 0.21876], [-0.70492, -0.99447, -1.32687]],
  "lowdin_charge": [0.005, -0.368, -0.510, 0.718, 0.125, 0.121, 0.096, -0.114, -0.095, -0.348, 0.028, 0.092, 0.075, 0.057, 0.118],
  "gap_ev": 9.09
}

---

Model x:
{
  "formula": "C4H8O2S",
  "method": "ωB97M-V with the def2-TZVPD basis set",
  "elements": ["C", "C", "C", "C", "O", "O", "S", "H", "H", "H", "H", "H", "H", "H", "H"],
  "coordinates": [[-0.20002, 1.14140, -0.49994], [-0.05882, -0.16193, -0.45368], [2.56597, -0.45145, 0.54322], [-3.29968, -0.52526, -1.01233], [0.87216, -2.40020, 0.05189], [-3.19965, -1.19171, -0.01949], [1.40679, -1.05232, -0.74814], [0.58794, 1.81728, -0.84300], [-1.10650, 1.57525, -0.15313], [2.72072, 0.66295, 0.70950], [3.62056, -0.95386, 0.21038], [2.16974, -0.95477, 1.41523], [-4.17667, -0.58191, -1.68001], [-2.51256, 0.11132, -1.28268], [-0.03965, -2.12954, 0.32274]],
  "lowdin_charge": [-0.150, -0.426, -0.263, -0.143, -0.382, -0.010, 0.952, 0.048, 0.029, 0.074, 0.096, 0.030, 0.082, 0.019, 0.045],
  "gap_ev": 8.63
}

---

Model y:
{
  "formula": "C4H8O2S",
  "method": "ωB97M-V with the def2-TZVPD basis set",
  "elements": ["C", "C", "C", "C", "O", "O", "S", "H", "H", "H", "H", "H", "H", "H", "H"],
  "coordinates": [[-0.18050, 0.77386, -0.92982], [-2.07003, 0.98810, -1.67581], [1.27965, -0.35313, 1.83449], [0.91641, -0.75908, 0.43197], [0.82884, 0.90299, -1.78440], [-0.26455, -0.03575, 0.07813], [0.60353, 2.32889, -0.82915], [-1.96602, 1.20402, -2.68735], [-2.42697, 1.93661, -1.10294], [-2.66460, 0.12660, -1.51516], [2.33788, -0.47687, 2.02081], [0.99903, 0.81731, 1.98257], [0.64460, -0.89317, 2.62486], [0.46733, -1.80151, 0.22955], [1.73051, -0.70100, -0.24025]],
  "lowdin_charge": [-0.864, 0.059, -0.077, -0.247, -0.311, -0.095, 0.921, -0.002, 0.070, 0.011, 0.060, 0.125, 0.096, 0.155, 0.099],
  "gap_ev": 9.08
}

---

Most stable = model w

---

Model w:
{
  "formula": "C5H9NOS",
  "method": "ωB97M-V with the def2-TZVPD basis set",
  "elements": ["C", "C", "C", "C", "C", "N", "O", "S", "H", "H", "H", "H", "H", "H", "H", "H", "H"],
  "coordinates": [[-0.25855, 1.01779, 1.73328], [1.85779, -0.22147, 1.43021], [-0.31344, -1.11905, 2.49410], [-0.70724, 0.10586, -3.45499], [0.43988, -0.17191, 1.93972], [-0.93883, 1.98076, 1.71775], [-0.37300, -0.21581, -0.78884], [-1.40007, 0.23843, -1.77346], [1.73624, -0.60910, 0.37491], [2.17478, 0.75659, 1.47583], [2.31208, -1.04833, 2.08194], [-0.03022, -2.07491, 2.80956], [-1.48828, 1.63985, -1.90849], [-1.33500, -0.76687, 2.97076], [0.33527, -0.29451, -3.24984], [-0.57579, 1.14012, -3.79052], [-1.43560, -0.35744, -4.06192]],
  "lowdin_charge": [-0.263, -0.035, 0.072, -0.290, -0.418, 0.158, -0.602, 0.834, 0.090, 0.048, 0.114, 0.044, -0.004, 0.124, 0.079, 0.033, 0.017],
  "gap_ev": 9.89
}

---

Model x:
{
  "formula": "C5H9NOS",
  "method": "ωB97M-V with the def2-TZVPD basis set",
  "elements": ["C", "O", "C", "C", "C", "N", "S", "C", "H", "H", "H", "H", "H", "H", "H", "H", "H"],
  "coordinates": [[2.33134, -0.27380, -0.61831], [1.23955, 0.52024, -1.00501], [0.06724, 0.40511, -0.32227], [0.29826, 0.37600, 1.19998], [-0.75726, 1.62237, -0.76701], [-1.49805, 2.50717, -0.85922], [-0.74707, -1.05774, -1.01538], [-2.26099, -0.92640, -0.07332], [2.78119, -0.03589, 0.37088], [3.10024, -0.12272, -1.36702], [2.04159, -1.32746, -0.59227], [0.92744, 1.24325, 1.44914], [-0.61650, 0.48498, 1.76057], [0.78851, -0.53857, 1.46114], [-2.94261, -1.64326, -0.52019], [-2.63599, 0.10630, -0.06304], [-2.11689, -1.33958, 0.96131]],
  "lowdin_charge": [-0.103, -0.204, -0.824, -0.044, -0.174, 0.167, 0.926, -0.403, 0.098, 0.096, 0.081, 0.108, 0.081, 0.076, 0.028, 0.040, 0.053],
  "gap_ev": 9.83
}

---

Model y:
{
  "formula": "C5H9NOS",
  "method": "ωB97M-V with the def2-TZVPD basis set",
  "elements": ["C", "C", "C", "O", "C", "N", "H", "H", "H", "H", "H", "C", "S", "H", "H", "H", "H"],
  "coordinates": [[1.93850, -1.91695, 0.14309], [1.55839, -0.96131, -0.97061], [1.06856, 0.44383, -0.45200], [0.43640, 1.16462, -1.16405], [1.54283, 0.81021, 0.86023], [1.93367, 1.12811, 1.89498], [2.42510, -2.83485, -0.29980], [1.07830, -2.15214, 0.71926], [2.76250, -1.61102, 0.84661], [0.82515, -1.53280, -1.74341], [2.37650, -0.72808, -1.55601], [-3.08723, 1.60210, 0.77873], [-3.43399, 0.32593, -0.50536], [-4.02301, 1.85203, 1.27912], [-2.83536, 2.40927, 0.07519], [-2.20540, 1.14817, 1.30289], [-2.36091, 0.85288, -1.20886]],
  "lowdin_charge": [-0.134, -0.166, -0.391, 0.115, -0.129, 0.205, 0.093, 0.062, 0.089, 0.176, 0.078, -0.474, 0.560, 0.021, 0.012, 0.029, -0.145],
  "gap_ev": 8.33
}

---

Model z:
{
  "formula": "C5H9NOS",
  "method": "ωB97M-V with the def2-TZVPD basis set",
  "elements": ["C", "C", "C", "C", "O", "C", "N", "S", "H", "H", "H", "H", "H", "H", "H", "H", "H"],
  "coordinates": [[1.67403, -0.78866, 0.47898], [0.59067, -0.31261, -0.14127], [-0.38588, -1.08964, -1.00428], [-1.61748, -1.65698, -0.20876], [0.10476, 0.97281, 0.02944], [0.55367, 1.67392, 1.10023], [0.51161, 2.92766, 1.15885], [-0.01983, 3.90692, -0.13790], [2.45950, -0.28628, 1.04055], [1.91697, -1.84308, 0.25058], [-0.73007, -0.29018, -1.74115], [0.08301, -1.86622, -1.55191], [-1.28176, -2.33762, 0.61230], [-2.22300, -2.25970, -0.92213], [-2.24116, -0.85544, 0.23670], [0.87249, 1.06480, 1.95969], [-0.26753, 3.04028, -1.15992]],
  "lowdin_charge": [0.061, -0.360, -0.176, -0.085, -0.054, -0.348, -0.344, 0.718, 0.067, 0.077, 0.134, 0.091, 0.081, 0.073, 0.076, 0.137, -0.149],
  "gap_ev": 9.55
}

---

Most stable = model x